Entry 1:
{"formula": "C31H32N2O5", "method": "the ωB97M-V functional and the def2-TZVPD basis", "symbols": ["C", "H", "H", "H", "O", "C", "O", "C", "C", "C", "H", "C", "N", "C", "O", "C", "C", "C", "H", "C", "N", "C", "O", "O", "C", "C", "C", "C", "C", "C", "C", "H", "H", "H", "H", "H", "H", "H", "H", "C", "C", "C", "C", "C", "C", "H", "H", "H", "H", "H", "H", "H", "H", "H", "H", "C", "C", "C", "C", "C", "C", "H", "H", "H", "H", "H", "H", "H", "H", "H"], "positions_angstrom": [[-6.609, -0.414, -0.129], [-6.591, -0.194, 0.940], [-6.696, -1.494, -0.263], [-7.437, 0.100, -0.612], [-5.427, 0.067, -0.751], [-4.274, -0.446, -0.296], [-4.225, -1.271, 0.586], [-3.087, 0.115, -0.972], [-3.163, 0.628, -2.391], [-3.060, 1.600, -1.272], [-3.964, 2.137, -1.013], [-1.806, 2.412, -0.993], [-0.617, 1.730, -1.443], [0.502, 2.401, -1.800], [0.567, 3.607, -1.923], [1.650, 1.458, -2.004], [3.050, 1.971, -2.124], [2.609, 1.322, -0.848], [2.445, 1.975, 0.002], [3.111, -0.060, -0.464], [2.333, -0.607, 0.640], [1.047, -0.996, 0.555], [0.330, -0.868, -0.414], [0.653, -1.534, 1.730], [-0.647, -2.123, 1.750], [-0.741, -3.345, 0.873], [-1.935, -3.653, 0.234], [-2.023, -4.780, -0.564], [-0.922, -5.602, -0.736], [0.270, -5.297, -0.102], [0.358, -4.175, 0.704], [1.288, -3.939, 1.203], [1.132, -5.934, -0.231], [-0.991, -6.478, -1.365], [-2.954, -5.014, -1.058], [-2.792, -3.010, 0.368], [-1.403, -1.388, 1.455], [-0.805, -2.390, 2.799], [2.805, -0.774, 1.515], [4.564, 0.007, -0.070], [4.949, 0.674, 1.088], [6.285, 0.761, 1.436], [7.252, 0.188, 0.629], [6.878, -0.473, -0.528], [5.541, -0.563, -0.874], [5.254, -1.083, -1.777], [7.628, -0.921, -1.163], [8.295, 0.257, 0.900], [6.571, 1.281, 2.338], [4.201, 1.135, 1.717], [2.991, -0.727, -1.328], [3.738, 1.440, -2.763], [3.179, 3.042, -2.120], [1.387, 0.544, -2.521], [-0.508, 0.751, -1.210], [-1.775, 2.743, 0.489], [-1.097, 1.939, 1.394], [-1.115, 2.233, 2.746], [-1.816, 3.332, 3.210], [-2.494, 4.140, 2.313], [-2.473, 3.847, 0.961], [-2.997, 4.483, 0.263], [-3.038, 5.003, 2.667], [-1.832, 3.561, 4.265], [-0.582, 1.597, 3.439], [-0.541, 1.084, 1.045], [-1.853, 3.352, -1.559], [-2.295, 0.464, -3.010], [-4.108, 0.542, -2.905], [-2.172, -0.370, -0.661]], "atomic_forces_ev_per_a": [[-0.2225, -0.2251, 0.2819], [-0.0376, -0.0219, -0.0898], [-0.0268, 0.0955, 0.0166], [0.0469, -0.0184, 0.0158], [0.2369, 0.1899, -0.2531], [0.0489, -0.0480, 0.0700], [-0.0868, 0.0148, 0.0077], [0.0089, 0.0551, 0.0367], [-0.1276, 0.1139, -0.1081], [0.0655, 0.0347, -0.1742], [-0.0173, -0.0972, -0.0061], [-0.0265, 0.1643, -0.0390], [-0.5391, -0.2005, 0.0588], [0.2812, -0.2975, -0.1749], [0.0422, 0.2792, 0.0828], [0.1209, 0.2001, 0.0019], [-0.1023, 0.0444, 0.0507], [0.0031, -0.1949, -0.1700], [-0.0293, 0.0848, 0.0119], [-0.2494, 0.2578, -0.2692], [0.2935, -0.0705, 0.2845], [0.1722, 0.0596, 0.3342], [-0.2502, -0.0821, -0.2959], [0.2059, 0.0752, 0.0333], [-0.4391, -0.0536, -0.0288], [0.0767, 0.0243, 0.0026], [0.0596, 0.0398, 0.1122], [-0.0427, -0.0636, -0.0337], [-0.0233, -0.0837, -0.0765], [0.0735, -0.0545, -0.0010], [0.0001, 0.0577, 0.0704], [0.0811, 0.0147, 0.0244], [0.0596, -0.0515, -0.0128], [-0.0087, -0.0633, -0.0510], [-0.0818, -0.0181, -0.0443], [-0.0867, 0.0968, -0.0057], [0.0821, -0.0782, 0.0761], [0.0193, 0.1060, -0.1347], [-0.0558, -0.0908, -0.0708], [-0.0039, -0.1707, 0.0098], [-0.0234, -0.0344, -0.0453], [0.0170, 0.0381, 0.0816], [0.0790, -0.0056, -0.0061], [0.0863, 0.0034, -0.0225], [-0.0973, 0.0108, 0.0165], [-0.0527, -0.0634, -0.0856], [0.0617, -0.0397, -0.0503], [0.0850, 0.0045, 0.0230], [0.0222, 0.0452, 0.0720], [-0.0901, 0.0860, 0.0858], [0.0971, 0.0992, 0.0633], [0.0238, -0.1465, -0.0608], [-0.0511, 0.0848, 0.0371], [0.0744, -0.0771, 0.0681], [0.1539, 0.0460, 0.0058], [0.0829, 0.1282, -0.0804], [-0.0184, 0.0352, -0.0301], [0.0097, -0.0539, 0.0755], [-0.0041, 0.0301, 0.1064], [-0.0716, 0.0583, 0.0512], [0.0324, -0.0906, -0.0432], [-0.0473, 0.0932, -0.0952], [-0.0357, 0.0752, 0.0279], [0.0035, 0.0238, 0.0796], [0.0467, -0.0517, 0.0600], [0.0789, -0.1219, -0.0792], [-0.0505, -0.1766, 0.1252], [0.1249, -0.0200, 0.0343], [-0.0901, -0.0055, 0.0325], [0.0327, 0.0003, 0.0104]], "homo_energy_ha": -0.3342, "orbital_gap_ev": 9.8, "relative_energy_kj_mol": 0.0, "total_charge": 0}

Entry 2:
{"formula": "C3H12O4", "method": "the ωB97M-V functional and the def2-TZVPD basis", "symbols": ["C", "O", "C", "C", "H", "H", "H", "H", "H", "H", "H", "H", "O", "H", "H", "O", "H", "H", "O"], "positions_angstrom": [[0.966, -0.413, -0.910], [0.513, -1.647, -0.380], [2.315, 0.069, -0.401], [2.614, 1.356, -0.383], [0.235, 0.373, -0.671], [0.986, -0.527, -1.991], [-0.251, -2.039, -0.806], [3.044, -0.718, -0.333], [3.635, 1.774, -0.607], [1.922, 2.117, -0.090], [-0.454, -0.318, 3.039], [0.532, -0.201, 1.827], [-0.276, 0.159, 2.220], [-2.334, 1.980, 0.238], [-1.657, 0.967, 1.140], [-2.556, 1.210, 0.786], [-2.600, -1.263, -0.706], [-2.269, 0.068, -0.822], [-2.130, -0.733, -1.370]], "atomic_forces_ev_per_a": [[-1.2680, 0.2975, 0.8253], [1.2810, -0.4129, 1.3129], [-0.7935, -1.2303, -1.0796], [1.7828, 0.8817, 0.1950], [-0.0405, 0.0333, -0.2560], [0.3968, 0.3540, -0.2069], [-0.1313, 0.7629, -0.4859], [0.6462, -0.0746, -0.4925], [-0.8336, -0.8442, 1.0277], [-0.8968, 0.3483, -0.7589], [0.1744, 0.0057, -0.2611], [-0.2476, -0.1733, 0.1481], [0.0341, 0.2140, -0.0393], [-0.3992, -0.0713, 0.2330], [-0.9957, -0.0734, 0.0981], [1.4871, 0.1505, -0.2845], [0.0503, -0.8120, -0.5922], [0.4492, 0.4131, -0.6244], [-0.6957, 0.2310, 1.2412]], "homo_energy_ha": -0.3508, "orbital_gap_ev": 10.1, "relative_energy_kj_mol": 156.3, "total_charge": 0}